Molecular formula: C32H42N6O5
Method: DFT, wB97M-V/def2-TZVPD

Summary:
- SMILES = CC[C@]1(CCC(=O)O)COC(=O)O1.c1cc[nH]c1.c1cc[nH]c1.c1cc[nH]c1.c1cc[nH]c1.c1cc[nH]c1.c1cc[nH]c1
- net charge = 0
- frontier orbital gap (eV) = 8.623
- E_HOMO (eV) = -8.4

Structure (XYZ):
```
85
Properties=species:S:1:pos:R:3:lowdin_charge:R:1
C 0.0542 0.7913 -1.8509 -0.065
C 0.0178 1.9185 -0.8131 -0.120
C 0.1500 3.3872 -1.3002 -0.351
C -0.9670 4.3167 -0.8079 -0.086
C -2.4101 3.7913 -0.9497 -0.072
C -2.6753 3.1140 -2.2674 -0.507
O -2.9720 1.9538 -2.3985 0.103
O -2.5109 3.9567 -3.3095 0.113
C 0.5020 3.5639 -2.7988 -0.063
O 1.8857 3.9396 -2.8128 0.068
C 2.3604 3.7134 -1.5664 -0.562
O 3.4539 3.3256 -1.3216 0.171
O 1.3731 3.9245 -0.6695 0.078
H -0.8633 0.7394 -2.4420 0.060
H 0.9206 0.8632 -2.5161 0.064
H 0.1462 -0.1650 -1.3288 0.062
H 0.8491 1.7626 -0.1178 0.121
H -0.8930 1.8194 -0.2155 0.113
H -0.7768 4.4775 0.2587 0.136
H -0.8562 5.2861 -1.3026 0.133
H -3.0998 4.6372 -0.8627 0.135
H -2.6437 3.0694 -0.1670 0.124
H -2.5369 3.4522 -4.1396 0.128
H 0.4093 2.6346 -3.3605 0.114
H -0.0771 4.3385 -3.3016 0.128
C -1.5081 -0.7079 3.1033 -0.121
C -1.2484 -1.5085 1.9568 -0.101
C -0.0199 -1.1423 1.4756 -0.145
N 0.4694 -0.1532 2.2846 0.012
C -0.4273 0.1165 3.2812 -0.145
H -2.3893 -0.7312 3.7233 0.089
H -1.8912 -2.2616 1.5327 0.091
H 0.5437 -1.4982 0.6296 0.096
H 1.3533 0.3075 2.1643 0.145
H -0.2236 0.8690 4.0238 0.100
C -1.1448 1.0185 8.5237 -0.111
C -0.8230 0.9161 7.1422 -0.112
C -1.0611 -0.3778 6.7606 -0.141
N -1.5122 -1.0567 7.8594 0.005
C -1.5666 -0.2164 8.9371 -0.138
H -1.0723 1.8976 9.1419 0.089
H -0.4577 1.7056 6.5064 0.083
H -0.9476 -0.8696 5.8094 0.081
H -1.7632 -2.0275 7.8739 0.120
H -1.8968 -0.5661 9.8999 0.107
C -2.1047 -1.0855 -6.4630 -0.108
C -2.9995 -0.1927 -7.1137 -0.111
C -3.2850 0.8124 -6.2278 -0.144
N -2.5994 0.5614 -5.0703 0.016
C -1.8764 -0.5911 -5.2051 -0.144
H -1.6820 -1.9892 -6.8701 0.091
H -3.3926 -0.2827 -8.1126 0.089
H -3.9226 1.6755 -6.3230 0.103
H -2.6127 1.1388 -4.2446 0.084
H -1.2627 -0.9634 -4.4010 0.070
C 5.9968 1.6023 -4.6495 -0.095
C 4.8460 1.9923 -3.9089 -0.087
C 3.7778 1.3346 -4.4477 -0.155
N 4.2360 0.5360 -5.4616 -0.011
C 5.5919 0.6867 -5.5883 -0.135
H 7.0097 1.9320 -4.4900 0.091
H 4.7775 2.6878 -3.0891 0.076
H 2.7305 1.3679 -4.1942 0.094
H 3.6667 -0.0558 -6.0391 0.139
H 6.1473 0.1301 -6.3232 0.105
C 0.2817 -2.8923 -3.3821 -0.107
C 1.1524 -2.9896 -2.2615 -0.115
C 2.2241 -2.1713 -2.5050 -0.140
N 2.0344 -1.5859 -3.7260 0.023
C 0.8548 -2.0186 -4.2684 -0.157
H -0.6562 -3.4043 -3.5205 0.097
H 1.0087 -3.5934 -1.3809 0.090
H 3.1005 -1.9558 -1.9179 0.111
H 2.6623 -0.9225 -4.1444 0.098
H 0.5166 -1.6654 -5.2285 0.096
C -0.9883 -6.5557 8.7548 -0.111
C 0.2993 -6.1228 8.3320 -0.110
C 0.1197 -5.0440 7.5100 -0.140
N -1.2263 -4.8082 7.4225 -0.009
C -1.9094 -5.7259 8.1763 -0.143
H -1.2103 -7.3824 9.4083 0.090
H 1.2478 -6.5560 8.6014 0.090
H 0.8282 -4.4267 6.9850 0.107
H -1.6518 -4.0928 6.8630 0.129
H -2.9840 -5.7093 8.2362 0.104
```